Here is C40H36N2O5P2PtS3 as an isolated structure from the Open Molecules 2025 dataset. Energies are from the ωB97M-V functional and the def2-TZVPD basis.

Cartesian coordinates (Å):
Pt 0.3991 -0.7430 0.2615
O -3.4728 2.2052 2.4079
S -2.4911 1.6002 1.4782
C -3.4829 0.8464 0.1527
C -4.6005 1.5432 -0.2779
C -5.4398 0.9874 -1.2272
C -5.1647 -0.2764 -1.7277
C -4.0616 -0.9822 -1.2741
C -3.1996 -0.4308 -0.3251
P -1.7822 -1.3753 0.3463
C -2.2060 -1.5563 2.1022
C -1.1824 -1.8033 3.0166
C -1.4824 -1.9547 4.3617
C -2.7946 -1.8596 4.7992
C -3.8164 -1.6125 3.8924
C -3.5252 -1.4598 2.5467
C -2.0715 -3.0214 -0.3766
C -1.7579 -3.2234 -1.7215
C -1.9834 -4.4503 -2.3184
C -2.5054 -5.4979 -1.5698
C -2.8051 -5.3100 -0.2305
C -2.5958 -4.0728 0.3661
C -1.9352 2.9324 0.3970
C -2.6876 4.0963 0.4277
C -2.3944 5.1280 -0.4471
C -1.3513 4.9805 -1.3485
C -0.5691 3.8378 -1.3252
C -0.8272 2.7926 -0.4366
P 0.5126 1.5386 -0.1936
C 1.6834 2.6377 0.6847
C 1.1904 3.6640 1.4890
C 2.0551 4.5716 2.0744
C 3.4158 4.4826 1.8471
C 3.9142 3.4438 1.0765
C 3.0576 2.4850 0.5585
C 1.2015 1.4283 -1.9015
C 2.1943 2.2682 -2.4018
C 2.6744 2.1084 -3.6955
C 2.1634 1.1149 -4.5155
C 1.1566 0.2862 -4.0383
C 0.6842 0.4419 -2.7443
H -4.8195 2.5133 0.1483
H -6.3090 1.5345 -1.5680
H -5.8215 -0.7277 -2.4598
H -3.8880 -1.9808 -1.6467
H -0.1480 -1.8357 2.7005
H -0.6775 -2.1214 5.0648
H -3.0224 -1.9638 5.8523
H -4.8393 -1.5223 4.2334
H -4.3283 -1.2575 1.8484
H -1.3274 -2.4131 -2.2990
H -1.7379 -4.5964 -3.3623
H -2.6704 -6.4627 -2.0316
H -3.2034 -6.1266 0.3573
H -2.8330 -3.9324 1.4125
H -3.4880 4.1714 1.1534
H -2.9772 6.0396 -0.4259
H -1.1171 5.7724 -2.0478
H 0.2787 3.7787 -1.9922
H 0.1294 3.7743 1.6665
H 1.6540 5.3570 2.7019
H 4.0883 5.2166 2.2718
H 4.9815 3.3363 0.9355
H 3.4557 1.7085 -0.0769
H 2.6084 3.0516 -1.7817
H 3.4519 2.7680 -4.0592
H 2.5395 0.9922 -5.5231
H 0.7346 -0.4817 -4.6749
H -0.0946 -0.2150 -2.3769
S 0.9807 -2.9997 -0.1218
C 2.7226 -2.7832 -0.2512
N 3.5257 -3.0759 0.7381
C 4.9576 -2.7819 0.6695
C 5.2004 -1.6012 -0.2580
C 4.5751 -1.8967 -1.6108
N 3.2038 -2.3752 -1.4231
H 3.1113 -2.9901 1.6730
H 5.4879 -3.6719 0.3195
H 5.2777 -2.5540 1.6836
H 6.2697 -1.4251 -0.3722
H 4.7420 -0.7159 0.1805
H 5.1526 -2.6502 -2.1529
H 4.5281 -0.9970 -2.2259
H 2.5051 -2.1378 -2.1083
O 1.3465 0.1784 2.8480
S 2.6207 -0.2818 2.3076
O 3.7107 0.6653 2.3893
O 2.3722 -0.4501 0.7182
O 2.9740 -1.6250 2.7868

Results
Total energy ... -4028.25989 hartree
HOMO level ... -8.06 eV
LUMO energy ... -0.04 eV
ΔE to the lowest compared entry with this formula, charge and spin ... 66.3 kJ/mol
Spin multiplicity ... 1
Total charge ... 0



Here is C40H36N2O5P2PtS3 as an isolated structure from the Open Molecules 2025 dataset. Energies are from the ωB97M-V functional and the def2-TZVPD basis.

Cartesian coordinates (Å):
Pt 0.7966 -0.7755 -0.3634
O -1.8487 -4.3761 0.2515
S -1.2975 -2.9995 0.1923
C -2.6827 -2.0104 -0.4870
C -3.8537 -2.7296 -0.6782
C -4.9974 -2.0892 -1.1272
C -4.9789 -0.7244 -1.3737
C -3.8024 -0.0153 -1.2029
C -2.6300 -0.6534 -0.7960
P -1.1376 0.3483 -0.5446
C -0.8846 1.4016 -2.0099
C 0.2464 2.2205 -1.9853
C 0.5643 3.0100 -3.0797
C -0.2198 2.9611 -4.2230
C -1.3115 2.1055 -4.2732
C -1.6444 1.3275 -3.1737
C -1.7436 1.4766 0.7642
C -1.3200 2.8009 0.8612
C -1.8431 3.6342 1.8382
C -2.7980 3.1603 2.7254
C -3.2254 1.8442 2.6366
C -2.7026 1.0072 1.6623
C -1.4584 -2.3996 1.9264
C -2.5177 -2.9981 2.6002
C -2.6897 -2.8109 3.9588
C -1.7530 -2.0769 4.6735
C -0.6873 -1.5001 4.0093
C -0.5450 -1.6031 2.6218
P 0.8825 -0.7417 1.8729
C 1.0105 0.9310 2.5767
C 2.0554 1.6776 2.0201
C 2.2806 2.9756 2.4502
C 1.4719 3.5406 3.4285
C 0.4308 2.8042 3.9710
C 0.1970 1.5033 3.5457
C 2.2685 -1.6694 2.5819
C 2.5068 -2.9477 2.0808
C 3.5210 -3.7211 2.6146
C 4.3083 -3.2195 3.6438
C 4.0805 -1.9451 4.1365
C 3.0609 -1.1662 3.6062
H -3.8459 -3.7902 -0.4629
H -5.9075 -2.6572 -1.2708
H -5.8754 -0.2116 -1.6963
H -3.7929 1.0547 -1.3737
H 0.9211 2.1990 -1.1365
H 1.4438 3.6398 -3.0415
H 0.0307 3.5725 -5.0810
H -1.9084 2.0366 -5.1739
H -2.4771 0.6418 -3.2459
H -0.5880 3.1959 0.1722
H -1.5031 4.6597 1.9020
H -3.2121 3.8173 3.4797
H -3.9754 1.4642 3.3190
H -3.0698 -0.0088 1.5914
H -3.1824 -3.6496 2.0471
H -3.5278 -3.2721 4.4647
H -1.8419 -1.9690 5.7466
H 0.0663 -0.9693 4.5771
H 2.7156 1.2508 1.2685
H 3.0965 3.5392 2.0166
H 1.6505 4.5547 3.7634
H -0.2139 3.2429 4.7223
H -0.6424 0.9619 3.9574
H 1.9188 -3.3249 1.2519
H 3.7122 -4.7078 2.2144
H 5.1104 -3.8212 4.0514
H 4.7027 -1.5475 4.9275
H 2.8973 -0.1658 3.9836
S 0.2742 -1.6563 -2.5476
C 1.0212 -0.8407 -3.8756
N 1.8569 0.1532 -3.7371
C 2.5470 0.7777 -4.8536
C 1.7519 0.6060 -6.1365
C 1.3716 -0.8552 -6.3051
N 0.6912 -1.2996 -5.0980
H 2.1595 0.4074 -2.7573
H 3.5449 0.3404 -4.9427
H 2.6746 1.8333 -4.6129
H 2.3439 0.9394 -6.9885
H 0.8438 1.2110 -6.0918
H 2.2634 -1.4624 -6.4889
H 0.6937 -0.9888 -7.1476
H 0.0849 -2.1008 -5.1255
O 4.4146 -0.0504 0.3469
S 3.6969 -0.4523 -0.8429
O 2.6782 -1.5886 -0.4779
O 2.7819 0.6807 -1.2856
O 4.4947 -0.9470 -1.9389

Results
Total energy ... -4028.28513 hartree
HOMO level ... -7.93 eV
LUMO energy ... 0.10 eV
ΔE to the lowest compared entry with this formula, charge and spin ... 0.0 kJ/mol
Spin multiplicity ... 1
Total charge ... 0



Here is C40H37AsN4O2PSSc as an isolated structure from the Open Molecules 2025 dataset. Energies are from the ωB97M-V functional and the def2-TZVPD basis.

Cartesian coordinates (Å):
Sc 0.7231 -0.2314 2.1285
N 1.2240 1.9945 1.8053
C 2.7060 2.1075 1.6853
C 3.4112 0.8232 2.1085
O 4.5879 0.6721 2.0097
O 2.5637 -0.1264 2.5570
H 0.7935 2.4395 0.9970
H 0.8903 2.5159 2.6136
H 3.0961 2.9335 2.2784
H 2.9724 2.2959 0.6454
N -2.2255 -0.4105 5.3037
C -2.2640 0.8579 5.9599
C -2.5290 0.9307 7.3146
C -2.5083 2.1709 7.9389
C -2.1888 3.3137 7.2219
C -1.8926 3.2293 5.8675
C -1.9561 1.9986 5.2367
S -1.7433 1.8069 3.4965
N -0.9593 0.2683 3.4742
C -1.4026 -0.6603 4.2796
C -0.9196 -2.0547 4.0409
C -1.3747 -3.1578 4.7312
C -0.8557 -4.4104 4.4146
C 0.1093 -4.5135 3.4330
C 0.5226 -3.3587 2.7864
N 0.0136 -2.1581 3.0739
H -2.5354 -1.1895 5.8625
H -2.7525 0.0347 7.8812
H -2.7334 2.2384 8.9940
H -2.1686 4.2750 7.7154
H -1.6416 4.1172 5.3020
H -2.1270 -3.0828 5.5032
H -1.2055 -5.2887 4.9399
H 0.5437 -5.4654 3.1639
H 1.2835 -3.3934 2.0144
C -0.7083 -1.0841 -1.4265
C -0.5664 -1.0540 -2.9461
As -2.3274 -0.5413 -3.7221
C -2.1933 1.3138 -3.0922
C -1.4603 2.2897 -3.7629
C -1.3569 3.5730 -3.2429
C -1.9674 3.8919 -2.0362
C -2.7071 2.9286 -1.3625
C -2.8307 1.6512 -1.8986
C -1.8023 -0.2823 -5.5733
C -0.5158 -0.4854 -6.0625
C -0.2374 -0.2741 -7.4071
C -1.2394 0.1466 -8.2682
C -2.5262 0.3471 -7.7872
C -2.8078 0.1249 -6.4482
P 0.8302 -0.9254 -0.4578
C 1.7743 -2.4664 -0.5443
C 2.9688 -2.5744 0.1780
C 3.6679 -3.7717 0.1920
C 3.1749 -4.8732 -0.4971
C 1.9839 -4.7758 -1.2025
C 1.2836 -3.5774 -1.2287
C 1.7845 0.4169 -1.2199
C 3.1442 0.3085 -1.4970
C 3.8435 1.4069 -1.9821
C 3.1902 2.6109 -2.1961
C 1.8267 2.7175 -1.9413
C 1.1227 1.6282 -1.4529
H -1.2244 -1.9824 -1.0768
H -1.3215 -0.2420 -1.0897
H -0.2693 -2.0244 -3.3432
H 0.1760 -0.3173 -3.2550
H -0.9813 2.0528 -4.7059
H -0.8092 4.3307 -3.7894
H -1.8978 4.8978 -1.6420
H -3.2248 3.1835 -0.4458
H -3.4565 0.9195 -1.3968
H 0.2841 -0.8125 -5.4103
H 0.7645 -0.4399 -7.7811
H -1.0205 0.3115 -9.3146
H -3.3128 0.6677 -8.4572
H -3.8193 0.2704 -6.0850
H 3.3647 -1.7302 0.7321
H 4.5985 -3.8414 0.7392
H 3.7227 -5.8059 -0.4879
H 1.6016 -5.6306 -1.7439
H 0.3610 -3.5186 -1.7901
H 3.6663 -0.6264 -1.3463
H 4.9001 1.3151 -2.1938
H 3.7374 3.4635 -2.5754
H 1.3045 3.6440 -2.1387
H 0.0499 1.7227 -1.2947

Results
Total energy ... -5651.69264 hartree
HOMO level ... -12.47 eV
LUMO energy ... -6.57 eV
ΔE to the lowest compared entry with this formula, charge and spin ... 0.2 kJ/mol
Spin multiplicity ... 1
Total charge ... +2



Here is C40H37Br2N10OS2TeZr as an isolated structure in a non-equilibrium geometry from the Open Molecules 2025 dataset. Energies are from the ωB97M-V functional and the def2-TZVPD basis.

Cartesian coordinates (Å):
Zr -0.2507 0.3088 -0.1568
C 1.3640 -5.3507 2.5439
C 2.1605 -4.1823 2.0996
N 3.3173 -3.8334 2.5615
N 3.6268 -2.7094 1.8345
C 2.6984 -2.3464 0.9375
S 2.7293 -1.0326 -0.0827
N 1.7546 -3.3254 1.0952
N 0.5582 -3.3590 0.3829
H 1.9463 -5.9125 3.2689
H 1.1162 -6.0021 1.7045
H 0.4305 -5.0284 3.0077
H 4.4545 -2.1784 2.0407
H 0.4173 -4.2740 -0.0254
H -0.2231 -3.0936 0.9746
Br 3.2540 2.1932 -3.3629
C 2.1401 0.7187 -3.6723
C 2.2333 0.0165 -4.8968
C 1.4566 -1.0708 -5.1382
Br 1.6205 -1.9784 -6.7978
C 0.5360 -1.5337 -4.1608
C -0.3174 -2.6494 -4.2975
C -1.1416 -3.0048 -3.2759
C -1.1357 -2.2431 -2.0891
N -0.3719 -1.1961 -1.9335
C 0.4606 -0.8238 -2.9491
C 1.2627 0.3354 -2.6882
O 1.1261 0.9380 -1.5388
H 2.9390 0.3559 -5.6423
H -0.3095 -3.2122 -5.2222
H -1.8006 -3.8583 -3.3567
H -1.7757 -2.4988 -1.2537
S 0.1558 -0.5079 2.1903
C 0.4160 1.1839 2.8548
N 0.6010 1.0972 4.1712
N 0.8892 2.3713 4.7276
C 1.9697 3.1382 4.4320
C 3.0262 2.6605 3.6314
C 4.1464 3.4470 3.4169
C 4.2683 4.7217 3.9649
C 3.2188 5.1999 4.7449
C 2.0920 4.4319 4.9767
N 0.4703 2.2539 2.1006
N 0.0472 2.1411 0.7419
C 0.4407 3.2701 0.0073
C 1.4343 4.1562 0.4384
C 1.8861 5.1726 -0.3915
C 1.3495 5.3651 -1.6602
C 0.3261 4.5232 -2.0751
C -0.1225 3.5044 -1.2515
H 0.2126 2.7224 5.3819
H 2.9444 1.6796 3.1867
H 4.9448 3.0531 2.7964
H 5.1500 5.3244 3.7871
H 3.2741 6.1957 5.1711
H 1.2787 4.8270 5.5771
H 1.8586 4.0068 1.4223
H 2.6822 5.8185 -0.0371
H 1.7214 6.1473 -2.3111
H -0.1307 4.6598 -3.0493
H -0.9359 2.8767 -1.5986
C -7.9474 -4.8346 0.2348
C -6.8039 -3.8772 0.4491
C -6.3721 -3.5450 1.7231
C -5.2839 -2.6998 1.9359
C -4.9264 -2.3758 3.3745
C -4.5785 -2.1789 0.8344
Te -2.6650 -1.3306 1.4067
C -5.0498 -2.4538 -0.4578
C -4.4501 -1.8500 -1.7086
C -6.1465 -3.2953 -0.6250
H -8.4418 -5.0758 1.1761
H -7.5964 -5.7703 -0.2065
H -8.6940 -4.4161 -0.4430
H -6.8981 -3.9476 2.5846
H -5.7597 -2.6273 4.0318
H -4.6939 -1.3190 3.4997
H -4.0528 -2.9346 3.7256
H -3.7216 -1.0740 -1.4828
H -5.2401 -1.4110 -2.3218
H -3.9673 -2.6183 -2.3206
H -6.4920 -3.5016 -1.6358
N -2.3883 0.0185 -0.1031
C -2.9213 1.3388 0.1760
C -3.0037 1.9390 1.4392
C -3.4307 3.2431 1.5777
C -3.8254 3.9918 0.4685
C -3.7884 3.3996 -0.7783
C -3.3476 2.0863 -0.9157
H -2.6883 1.3926 2.3191
H -3.4367 3.6883 2.5648
H -4.1565 5.0160 0.5835
H -4.0973 3.9531 -1.6574
H -3.3334 1.6141 -1.8931

Results
Total energy ... -8428.84810 hartree
HOMO level ... -3.21 eV
LUMO energy ... 1.40 eV
ΔE to the lowest compared entry with this formula, charge and spin ... 170.9 kJ/mol
Spin multiplicity ... 1
Total charge ... -1



Here is a 7-piece molecular cluster, C40H38BrF6NO2 overall in a non-equilibrium geometry from the Open Molecules 2025 dataset. Energies are from the ωB97M-V functional and the def2-TZVPD basis.

Cartesian coordinates (Å):
C -1.8700 -6.7200 1.3723
C -0.6982 -7.5826 0.8747
Br 0.8918 -6.4093 0.6944
C -0.3055 -8.7184 1.8296
N -0.6539 -10.0202 1.2434
C -0.6584 -11.0982 2.1626
O -1.3411 -12.0807 2.0142
O 0.2236 -10.9965 3.2239
H -2.2835 -7.0991 2.2998
H -1.5386 -5.7097 1.5334
H -2.6518 -6.7172 0.6202
H -0.8946 -7.9748 -0.1128
H 0.7370 -8.6401 2.1223
H -0.8808 -8.6088 2.7452
H -0.0256 -10.2456 0.4822
H -0.1897 -10.4929 3.9289
F -2.7061 -3.8131 1.8252
C -2.3874 -2.5009 1.9264
C -1.0563 -2.1540 2.0335
C -0.7267 -0.8104 2.1234
C -1.7215 0.1569 2.1102
C -3.0533 -0.2187 2.0066
C -3.3960 -1.5601 1.9105
H -0.2970 -2.9255 2.0444
H 0.3100 -0.5217 2.2026
H -1.4588 1.2006 2.1803
H -3.8269 0.5345 1.9952
H -4.4269 -1.8750 1.8182
F 1.3259 -0.5542 4.4835
C 2.1967 0.4610 4.6613
C 2.3712 1.3794 3.6449
C 3.2659 2.4219 3.8336
C 3.9727 2.5293 5.0230
C 3.7817 1.5929 6.0295
C 2.8846 0.5496 5.8541
H 1.8147 1.2788 2.7226
H 3.4096 3.1516 3.0484
H 4.6713 3.3424 5.1651
H 4.3334 1.6731 6.9561
H 2.7162 -0.1875 6.6274
F -5.7370 1.7925 1.8774
C -5.6546 3.0922 1.5190
C -6.7758 3.8884 1.6276
C -6.6813 5.2228 1.2613
C -5.4805 5.7357 0.7904
C -4.3678 4.9125 0.6876
C -4.4481 3.5781 1.0563
H -7.7023 3.4662 1.9925
H -7.5485 5.8632 1.3449
H -5.4129 6.7764 0.5040
H -3.4316 5.3085 0.3185
H -3.5901 2.9215 0.9875
F -0.8279 2.5251 0.3121
C 0.2075 2.4632 -0.5567
C 1.1287 1.4467 -0.4154
C 2.1868 1.3713 -1.3090
C 2.3092 2.3130 -2.3217
C 1.3726 3.3312 -2.4424
C 0.3074 3.4089 -1.5553
H 1.0112 0.7230 0.3790
H 2.9104 0.5818 -1.2127
H 3.1354 2.2522 -3.0170
H 1.4713 4.0657 -3.2285
H -0.4397 4.1880 -1.6345
F 1.4123 4.9975 -5.4913
C 1.2793 6.3270 -5.3069
C 1.9824 7.1911 -6.1214
C 1.8406 8.5570 -5.9280
C 1.0100 9.0399 -4.9267
C 0.3160 8.1529 -4.1168
C 0.4457 6.7851 -4.3058
H 2.6284 6.7946 -6.8930
H 2.3810 9.2457 -6.5627
H 0.9046 10.1058 -4.7782
H -0.3290 8.5253 -3.3327
H -0.0928 6.0802 -3.6862
F 4.0363 -0.9233 -2.3826
C 3.6197 -2.0132 -3.0671
C 2.6570 -2.8232 -2.5008
C 2.2295 -3.9394 -3.2037
C 2.7698 -4.2295 -4.4490
C 3.7387 -3.3994 -4.9956
C 4.1697 -2.2770 -4.3038
H 2.2533 -2.5811 -1.5266
H 1.4729 -4.5829 -2.7760
H 2.4355 -5.1024 -4.9927
H 4.1628 -3.6257 -5.9642
H 4.9195 -1.6134 -4.7129

Results
Total energy ... -4925.44733 hartree
HOMO level ... -9.14 eV
LUMO energy ... 0.53 eV
SMILES ... C[C@@H](Br)CNC(=O)O.Fc1ccccc1.Fc1ccccc1.Fc1ccccc1.Fc1ccccc1.Fc1ccccc1.Fc1ccccc1
Spin multiplicity ... 1
Total charge ... 0



> Which of these has the highest total energy?

number 1



> What is the HOMO level in the fourth record?

-3.21 eV